The following is a DFT calculation (ωB97M-V/def2-TZVPD) of C20H28NO2ReS as an isolated structure in a non-equilibrium geometry.

Cartesian coordinates (Å):
O: -0.80 -2.51 0.09
C: -0.86 -1.05 0.20
C: -1.70 -1.00 1.48
H: -1.33 -0.61 -0.67
H: 0.14 -0.62 0.33
C: -1.49 -2.55 1.37
H: -2.74 -0.68 1.35
H: -1.18 -0.51 2.31
C: -2.77 -3.34 1.18
H: -3.35 -2.86 0.37
H: -3.35 -3.36 2.12
H: -2.49 -4.36 0.86
C: -0.55 -3.04 2.46
H: 0.31 -2.36 2.56
H: -0.17 -4.04 2.21
H: -1.07 -3.09 3.42
Re: 1.28 2.04 0.63
C: 0.63 3.57 1.98
C: 0.93 4.16 0.72
C: 0.07 3.57 -0.27
H: 1.67 4.94 0.55
C: -0.76 2.57 0.39
C: -0.39 2.56 1.79
H: -0.81 1.91 2.54
H: 1.10 3.84 2.92
H: 0.03 3.84 -1.32
H: -1.51 1.94 -0.08
C: 3.92 1.92 1.19
C: 2.84 1.90 2.25
C: 2.19 0.65 2.15
H: 2.96 2.48 3.17
C: 2.44 0.12 0.82
C: 3.21 1.10 0.11
H: 3.51 1.04 -0.93
H: 4.77 1.35 1.57
H: 1.67 0.13 2.96
H: 2.11 -0.85 0.48
O: -0.97 -0.97 -2.57
C: -2.07 -1.95 -2.48
C: -2.46 -2.51 -3.85
H: -2.93 -1.43 -2.02
H: -1.81 -2.79 -1.82
C: -1.62 -1.69 -4.83
H: -3.53 -2.40 -4.01
H: -2.18 -3.57 -3.91
C: -0.68 -0.80 -3.97
H: -2.25 -1.04 -5.46
H: -1.03 -2.34 -5.49
H: -0.84 0.26 -4.24
H: 0.36 -1.07 -4.18
S: 4.57 5.91 1.54
C: 4.45 4.38 1.19
N: 4.51 3.22 0.81

Results
Molar mass   532.7 g mol⁻¹
Total charge   +1
Gap between HOMO and LUMO (alpha / beta)   8.81 / 6.14 eV
DFT total energy   -39732.1736 eV
2S+1   4